No. 1
# C18H21BFIN2O5PS

A cluster of 2 separate species, C18H21BFIN2O5PS in total (ωB97M-V/def2-TZVPD, the OMol25 dataset).

Results
multiplicity: 1
largest force on an atom: 0.0159 hartree/bohr
frontier orbital gap: 0.227 Ha
DFT total energy: -2346.11317 hartree
HOMO: -11.01 eV
total charge: +1

The geometry in XYZ format:
```
51
Properties=species:S:1:pos:R:3:forces:R:3:lowdin_charge:R:1
N -1.376189 0.926721 2.732796 0.17 0.30 -0.33 0.11
C -1.153670 0.577768 1.405387 0.08 0.01 0.13 -0.39
N -1.121920 -0.660990 1.029717 -0.45 0.10 0.04 -0.35
I -1.370392 -2.167961 2.403780 0.09 0.06 -0.17 1.19
C -0.771328 -0.807335 -0.447919 0.43 -0.47 0.43 -0.42
C -1.527783 -1.915925 -1.181510 -0.39 -0.03 -0.01 -0.08
C -2.968770 -1.528229 -1.513432 -0.13 -0.09 -0.23 -0.35
O -3.307160 -1.336947 -2.656530 0.14 0.22 0.19 0.15
C -3.938756 -1.370519 -0.379856 -0.09 -0.04 0.17 -0.18
C -4.259296 -2.456872 0.431779 -0.01 0.07 0.14 -0.09
C -5.170092 -2.309716 1.473233 0.05 0.13 -0.08 -0.08
C -5.751529 -1.072482 1.721904 0.09 -0.03 -0.11 -0.06
C -5.451089 0.010474 0.899713 0.08 -0.06 -0.01 -0.06
C -4.557355 -0.139003 -0.152825 -0.03 -0.14 0.03 -0.03
P 1.054750 -1.288420 -0.482915 0.22 0.02 -0.67 0.24
O 1.054548 -2.777529 0.115631 0.00 0.28 0.24 -0.22
O 1.703782 -0.345343 0.659435 -0.39 -0.41 0.05 -0.19
S 1.843991 -1.218280 -2.201729 -0.17 0.08 0.09 0.50
C -1.086159 0.605979 -0.944419 -0.43 0.65 -0.24 -0.13
B -0.421727 1.159920 -2.299673 0.44 -0.04 -0.03 -0.71
O 0.739213 1.858182 -2.134088 0.06 -0.48 0.15 0.15
O -0.995856 1.013576 -3.521734 0.00 0.30 0.29 0.21
C -0.880274 1.510899 0.276858 0.09 -0.28 -0.07 -0.03
H -0.817359 1.747684 2.957281 -0.10 0.06 0.00 0.12
H -2.348580 1.205214 2.864513 -0.07 -0.34 0.19 0.13
H -1.008911 -2.105578 -2.123235 -0.03 0.05 0.00 0.13
H -1.523178 -2.848915 -0.611572 0.09 0.07 0.09 0.10
H -3.815656 -3.430817 0.256597 0.02 0.04 -0.07 0.12
H -5.417986 -3.161444 2.092998 -0.03 0.00 -0.02 0.11
H -6.446726 -0.955819 2.543160 -0.01 0.00 -0.04 0.11
H -5.927559 0.968785 1.060515 -0.01 -0.01 0.03 0.11
H -4.357418 0.697600 -0.811617 -0.02 -0.01 -0.04 0.12
H 1.186447 -2.874983 1.066851 -0.06 -0.17 0.00 0.04
H 1.791558 -0.793029 1.511554 0.17 0.22 0.10 0.09
H -2.167782 0.626333 -1.113523 0.00 -0.16 -0.01 0.12
H 1.346491 1.771950 -2.877740 -0.09 0.39 -0.14 0.11
H -1.948088 0.875002 -3.509287 0.03 -0.49 -0.16 0.11
H -1.586324 2.341409 0.287170 0.15 0.10 0.11 0.15
H 0.143175 1.893862 0.359486 -0.02 0.05 0.00 0.15
F 7.822311 1.529536 2.084477 0.00 0.00 0.01 0.06
C 6.935605 1.506381 1.072844 -0.03 0.00 -0.04 -0.29
C 5.699185 0.930481 1.286838 -0.06 -0.03 0.05 -0.02
C 4.785608 0.910568 0.241972 0.04 0.03 -0.02 -0.09
C 5.119171 1.455363 -0.990302 -0.01 0.00 -0.01 -0.09
C 6.370544 2.025938 -1.178901 -0.03 -0.02 0.02 -0.08
C 7.291196 2.057851 -0.141528 0.05 0.03 -0.03 -0.01
H 5.469086 0.508480 2.256270 0.03 0.01 0.01 0.11
H 3.808472 0.469176 0.386693 0.13 0.04 -0.03 0.07
H 4.404426 1.432138 -1.802254 0.00 -0.01 -0.01 0.09
H 6.635504 2.447921 -2.138876 0.01 0.01 0.00 0.11
H 8.269860 2.500933 -0.263973 0.01 -0.01 0.01 0.12
```
Positions in Å, forces in eV/Å.

***

No. 2
# C18H21Cl3N2O8S6Sc

A structure of composition C18H21Cl3N2O8S6Sc (ωB97M-V/def2-TZVPD, the OMol25 dataset).

Results
relative energy (zero: lowest compared OMol25 entry of this formula, charge and spin): 32.4 kJ/mol
multiplicity: 1
largest force on an atom: 0.0087 hartree/bohr
frontier orbital gap (alpha / beta): 0.201 / 0.205 Ha
DFT total energy: -5940.62230 hartree
HOMO (alpha / beta): -5.00 / -5.00 eV
total charge: -1

The geometry in XYZ format:
```
59
Properties=species:S:1:pos:R:3:forces:R:3:lowdin_charge:R:1
Sc -0.350277 -0.834342 0.175473 -0.25 0.29 0.23 0.99
C 0.586194 3.337643 0.488098 -0.02 0.02 -0.04 -0.09
O -0.235094 2.393953 1.128860 0.02 -0.03 -0.08 -0.20
C 0.170976 2.101187 2.443740 -0.03 -0.03 0.03 -0.23
C -0.713099 1.007597 2.957270 -0.03 0.06 0.06 -0.18
O -0.460709 -0.246911 2.275474 0.01 -0.12 0.00 -0.33
C -0.772634 -1.336139 3.175323 0.02 -0.09 -0.04 -0.08
H 0.501836 4.322749 0.965351 0.00 -0.01 0.01 0.09
H 0.248529 3.407811 -0.545125 0.01 0.00 0.01 0.08
H 1.639275 3.031903 0.514830 0.02 -0.02 -0.01 0.08
H 0.053952 2.974172 3.101941 -0.01 0.00 0.00 0.14
H 1.216764 1.783427 2.503309 -0.02 0.03 0.00 0.07
H -1.769110 1.253662 2.811771 0.00 0.00 -0.01 0.14
H -0.484835 0.847595 4.009753 0.04 0.02 -0.02 0.08
H -1.823606 -1.268484 3.462421 0.03 0.02 0.04 0.10
H -0.094152 -1.254461 4.025067 -0.03 -0.02 0.05 0.04
H -0.601700 -2.269256 2.646621 -0.02 0.00 0.00 0.07
O -0.935891 0.395431 -3.388454 -0.01 0.01 0.01 -0.32
S -1.482707 1.161945 -2.298705 -0.03 -0.07 -0.32 0.50
O -1.463030 2.592566 -2.446474 -0.01 0.03 0.05 -0.29
O -0.893197 0.761936 -0.991461 0.17 -0.06 0.11 -0.40
C -3.214009 0.703003 -2.172940 -0.01 0.03 0.00 -0.20
C -4.091268 1.617315 -2.740969 -0.01 0.01 -0.01 -0.05
C -5.454311 1.369529 -2.790263 0.02 0.00 -0.01 -0.07
C -5.959035 0.192533 -2.268516 0.01 -0.01 0.01 -0.07
C -5.096029 -0.726324 -1.692831 -0.02 -0.01 -0.01 -0.05
C -3.729072 -0.482820 -1.636391 -0.01 -0.04 0.02 -0.21
S -2.803312 -1.737845 -0.761660 0.08 0.05 -0.03 0.53
O -1.475151 -1.874690 -1.406418 -0.03 -0.02 0.03 -0.44
O -3.610156 -2.915255 -0.756707 -0.02 -0.02 0.01 -0.26
O -2.506145 -1.158398 0.576309 0.05 0.00 -0.06 -0.34
H -3.681943 2.534584 -3.139603 0.01 0.00 0.00 0.11
H -6.114298 2.101171 -3.238104 -0.01 0.00 0.00 0.11
H -7.020053 -0.017276 -2.301765 0.00 0.00 0.00 0.10
H -5.472366 -1.651053 -1.279943 0.00 0.00 0.00 0.11
S 1.611694 -2.329495 -2.761191 0.04 -0.02 0.00 0.14
S 0.264117 -2.444808 -4.102168 -0.06 0.03 0.03 0.02
S -0.859892 -4.193140 -3.675025 -0.02 -0.02 -0.07 -0.01
S -0.070962 -5.008120 -2.147455 -0.12 0.05 -0.07 0.10
C 5.732970 1.566463 0.309991 0.00 0.01 0.00 -0.04
C 4.339721 1.014655 0.229608 0.00 -0.01 -0.01 -0.25
C 3.572849 1.137412 -0.926903 0.01 0.01 0.02 -0.01
C 2.284490 0.644600 -0.948988 -0.03 -0.01 -0.01 -0.14
N 1.741957 0.017130 0.101060 0.01 -0.01 0.05 -0.01
C 2.479412 -0.121925 1.213315 0.03 0.04 -0.03 -0.14
C 3.761617 0.376806 1.319690 0.00 -0.01 -0.02 -0.01
H 6.082917 1.909553 -0.662849 0.00 0.00 0.00 0.07
H 6.424214 0.811017 0.684249 0.00 0.00 0.00 0.09
H 5.764592 2.407903 1.004483 0.00 0.00 0.00 0.09
H 3.968534 1.625440 -1.808261 0.00 0.00 0.01 0.11
H 1.658352 0.746891 -1.827075 0.00 0.00 0.00 0.10
H 2.028832 -0.604277 2.072417 0.00 0.01 0.02 0.05
H 4.267774 0.267523 2.270056 0.01 0.01 0.00 0.11
Cl 2.070487 0.259424 4.562731 0.06 -0.04 0.01 -0.37
C 2.471185 -4.302209 0.751501 -0.03 -0.01 0.00 -1.20
Cl 2.842780 -5.362200 -0.565524 0.12 -0.03 0.11 0.53
Cl 3.440191 -4.421740 2.177217 0.02 0.02 0.03 0.57
C 1.454236 -3.446315 0.689848 0.05 0.07 -0.09 -0.39
N 0.557594 -2.669049 0.633990 -0.02 -0.12 -0.01 0.05
```
Positions in Å, forces in eV/Å.

***

No. 3
# C18H21ClN2O4S

An isolated molecule of C18H21ClN2O4S at a distorted geometry (ωB97M-V/def2-TZVPD, the OMol25 dataset).

Results
SMILES: Cc1cc(C(=O)CCl)c(C)n1-c1cccc(S(=O)(=O)N2CCOCC2)c1
relative energy (zero: lowest compared OMol25 entry of this formula, charge and spin): 103.3 kJ/mol
multiplicity: 1
largest force on an atom: 0.0213 hartree/bohr
frontier orbital gap: 0.314 Ha
DFT total energy: -1967.34733 hartree
HOMO: -8.42 eV
total charge: 0

The geometry in XYZ format:
```
47
Properties=species:S:1:pos:R:3:forces:R:3:lowdin_charge:R:1
C 1.420448 -0.060804 -2.665243 0.06 0.05 0.05 -0.02
C 2.056567 -0.695838 -1.479731 0.05 -0.25 -0.51 -0.25
C 2.940647 -1.726789 -1.413793 -0.18 0.19 0.13 -0.01
C 3.209307 -1.984085 -0.036217 -0.65 0.57 0.18 -0.14
C 4.120505 -2.954812 0.527155 0.21 -0.20 0.01 -0.44
O 4.223364 -3.191932 1.714687 0.05 -0.12 -0.03 0.08
C 4.997344 -3.705487 -0.470574 0.10 -0.17 0.18 -0.49
Cl 6.053278 -2.557770 -1.333367 0.22 0.02 -0.10 0.59
C 2.439683 -1.087495 0.697336 0.54 -0.43 0.14 -0.18
C 2.359745 -0.900991 2.164738 0.05 0.03 0.14 0.01
N 1.757645 -0.308164 -0.185232 0.23 -0.27 -0.04 0.03
C 0.872562 0.728125 0.160196 -0.53 0.47 0.20 -0.19
C 1.112863 2.032184 -0.265623 0.02 -0.19 0.08 0.01
C 0.242455 3.051736 0.080218 -0.12 -0.04 0.01 -0.04
C -0.882795 2.777988 0.842465 0.00 0.12 0.05 -0.06
C -1.118874 1.479151 1.249649 -0.45 -0.08 0.45 -0.25
S -2.610093 1.087884 2.179097 -0.29 -0.08 -0.18 0.67
O -2.351251 -0.099429 2.934792 0.17 -0.13 -0.23 -0.27
O -3.043040 2.280437 2.840297 0.09 0.20 -0.25 -0.27
N -3.778542 0.704037 1.068224 0.63 0.22 0.87 -0.23
C -4.374200 1.761039 0.285999 -0.02 0.48 -0.46 -0.15
C -3.731183 1.844719 -1.103027 -0.07 0.18 0.18 -0.18
O -3.760681 0.592514 -1.753873 -0.19 -0.06 -0.11 -0.12
C -3.084045 -0.397684 -1.010545 0.03 -0.18 0.19 -0.18
C -3.703948 -0.563619 0.381550 0.25 -0.45 -0.42 -0.15
C -0.254810 0.453391 0.928678 0.26 -0.08 -0.11 0.00
H 0.364785 0.138540 -2.483415 -0.08 0.02 -0.09 0.08
H 1.509584 -0.726837 -3.519154 -0.02 -0.01 -0.05 0.08
H 1.904363 0.881641 -2.922727 -0.05 0.08 -0.07 0.08
H 3.354169 -2.245104 -2.254381 0.06 -0.06 -0.24 0.10
H 5.638020 -4.408575 0.061273 -0.16 0.10 -0.05 0.08
H 4.394795 -4.223562 -1.216226 0.02 0.01 0.04 0.08
H 3.273403 -1.275340 2.619866 -0.06 0.04 0.02 0.08
H 1.530873 -1.471589 2.584764 -0.04 -0.01 0.10 0.10
H 2.216596 0.147833 2.420192 -0.02 0.04 0.06 0.09
H 1.995799 2.243897 -0.848705 0.10 0.00 -0.05 0.13
H 0.445162 4.061850 -0.240603 0.02 0.09 -0.02 0.11
H -1.570745 3.552776 1.140620 -0.04 0.16 0.01 0.12
H -4.250348 2.688410 0.843390 -0.18 0.10 -0.14 0.12
H -5.442764 1.544256 0.177443 0.07 0.05 0.05 0.14
H -4.287951 2.528760 -1.745230 0.07 0.05 0.10 0.13
H -2.689579 2.192790 -1.016654 -0.15 -0.01 -0.06 0.11
H -3.175165 -1.320067 -1.586205 0.08 0.00 0.10 0.13
H -2.019516 -0.129090 -0.919124 -0.13 -0.08 -0.06 0.11
H -3.120046 -1.238995 1.005189 -0.09 -0.18 -0.13 0.12
H -4.721740 -0.956267 0.278906 0.09 0.00 0.05 0.14
H -0.462648 -0.543633 1.282926 0.06 -0.18 0.00 0.13
```
Positions in Å, forces in eV/Å.